The following is a DFT calculation (the ωB97M-V functional and the def2-TZVPD basis) of the molecule C3H6O2.

Last column: natural (NBO) charge in e.
Element x y z (Å)
1 C 0.4164 1.0980 -0.2096  -0.64
2 C 0.0907 -0.2599 0.4020  -0.04
3 C -1.2222 -0.7402 -0.1533  0.43
4 H 1.2715 1.6589 0.4004  0.21
5 H 0.7733 0.9606 -1.2522  0.23
6 H -0.5397 1.6768 -0.0355  0.24
7 H -0.0795 -0.2836 1.4960  0.19
8 H 1.7444 -1.0775 0.2704  0.47
9 H -1.1123 -1.6935 -0.7792  0.13
10 O 0.9100 -1.2356 -0.1522  -0.70
11 O -2.2525 -0.1040 0.0132  -0.53

Computed properties:
Relative energy (zero: lowest compared OMol25 entry of this formula, charge and spin): 38.9 kcal per mole
E_LUMO: 0.0261 Eh
Kohn-Sham gap: 10.6 eV
SMILES string: C[C@H](O)C=O
Net charge: 0
Total energy: -268.3433 Eh
Spin multiplicity: 1

The following is a DFT calculation (the ωB97M-V functional and the def2-TZVPD basis) of the molecule C3H6O2.

Last column: natural (NBO) charge in e.
Element x y z (Å)
1 O -0.0546 -0.5647 1.5712  -0.72
2 C 0.6920 0.3394 0.7448  -0.07
3 C 0.2513 0.3474 -0.7424  -0.57
4 C -0.8641 -0.6683 -0.9595  0.43
5 O -1.4490 -0.8369 -2.0027  -0.52
6 H -0.8557 -0.1353 1.8960  0.47
7 H 1.7213 -0.0142 0.8304  0.19
8 H 0.6402 1.3453 1.1739  0.17
9 H 1.0815 0.0835 -1.4133  0.24
10 H -0.0967 1.3352 -1.0730  0.24
11 H -1.0661 -1.2315 -0.0252  0.14

Computed properties:
Relative energy (zero: lowest compared OMol25 entry of this formula, charge and spin): 35.2 kcal per mole
E_LUMO: 0.0252 Eh
Kohn-Sham gap: 10.1 eV
SMILES string: O=CCCO
Net charge: 0
Total energy: -268.3491 Eh
Spin multiplicity: 1

The following is a DFT calculation (the ωB97M-V functional and the def2-TZVPD basis) of the molecule C3H6O2.

Last column: natural (NBO) charge in e.
Element x y z (Å)
1 O 1.8825 1.0117 1.0856  -0.69
2 C 0.6843 0.6097 0.5443  0.23
3 C -1.6053 -0.6369 -0.4325  -0.54
4 C -0.3628 -0.9615 -0.7934  0.15
5 O 0.8003 -0.6147 -0.1755  -0.52
6 H 2.4174 1.4348 0.4048  0.47
7 H 0.0129 0.4587 1.3882  0.15
8 H 0.2787 1.3477 -0.1649  0.14
9 H -2.4360 -0.9195 -1.0702  0.22
10 H -1.8333 -0.0977 0.4811  0.20
11 H -0.1709 -1.5310 -1.6969  0.19

Computed properties:
Relative energy (zero: lowest compared OMol25 entry of this formula, charge and spin): 41.1 kcal per mole
E_LUMO: 0.0306 Eh
Kohn-Sham gap: 10.1 eV
SMILES string: C=COCO
Net charge: 0
Total energy: -268.3398 Eh
Spin multiplicity: 1

The following is a DFT calculation (the ωB97M-V functional and the def2-TZVPD basis) of the molecule C3H6O2.

Last column: natural (NBO) charge in e.
Element x y z (Å)
1 C -1.0106 -0.3652 -0.1820  -0.11
2 C 0.2221 0.1083 0.5128  0.00
3 C 1.5449 -0.1596 -0.1331  -0.10
4 H -1.6576 1.4662 -0.0636  0.47
5 H -0.8600 -0.8026 -1.2283  0.18
6 H -1.2988 -1.2778 0.3083  0.18
7 H 0.2803 0.4862 1.5323  0.21
8 H 2.3741 -0.2540 0.6537  0.18
9 H 1.6467 -0.8085 -1.0157  0.20
10 O -2.1721 0.4872 -0.0583  -0.70
11 O 0.9310 1.1198 -0.3261  -0.51

Computed properties:
Relative energy (zero: lowest compared OMol25 entry of this formula, charge and spin): 68.8 kcal per mole
E_LUMO: 0.0385 Eh
Kohn-Sham gap: 11.5 eV
SMILES string: OC[C@H]1CO1
Net charge: 0
Total energy: -268.2955 Eh
Spin multiplicity: 1

The following is a DFT calculation (the ωB97M-V functional and the def2-TZVPD basis) of the molecule C3H6O2.

Last column: natural (NBO) charge in e.
Element x y z (Å)
1 C -1.5341 0.1069 0.0228  -0.59
2 C -0.1321 -0.6877 0.2683  0.47
3 O -0.1798 -0.2102 1.4052  -0.52
4 C 1.2219 -0.4079 -0.4605  -0.15
5 O 1.6298 0.8968 -0.1120  -0.71
6 H -2.3577 -0.5536 0.2610  0.23
7 H -1.3506 0.3314 -1.0041  0.20
8 H -1.6620 1.0880 0.5539  0.21
9 H 1.1156 -0.4532 -1.5465  0.19
10 H 1.9695 -1.1600 -0.1696  0.18
11 H 1.2795 1.0494 0.7814  0.48

Computed properties:
Relative energy (zero: lowest compared OMol25 entry of this formula, charge and spin): 98.3 kcal per mole
E_LUMO (spin up / spin down): -0.0072 / -0.0072 Eh
Kohn-Sham gap (spin up / spin down): 8.6 / 8.6 eV
SMILES string: CC(=O)CO
Net charge: 0
Total energy: -268.2486 Eh
Spin multiplicity: 1

The following is a DFT calculation (the ωB97M-V functional and the def2-TZVPD basis) of the molecule C3H6O2.

Last column: natural (NBO) charge in e.
Element x y z (Å)
1 O 0.9463 1.2925 -0.7211  -0.72
2 C -0.2842 1.0382 -0.0754  -0.06
3 C -0.5158 -0.4649 -0.1016  -0.52
4 C 0.4660 -1.4826 0.5500  0.41
5 O 0.5716 -2.5531 -0.0043  -0.53
6 H 1.1682 2.2230 -0.6010  0.47
7 H -1.1157 1.5498 -0.5988  0.17
8 H -0.2865 1.4017 0.9614  0.16
9 H -0.5216 -0.8057 -1.1460  0.24
10 H -1.5261 -0.6700 0.2843  0.23
11 H 1.0978 -1.5290 1.4527  0.15

Computed properties:
Relative energy (zero: lowest compared OMol25 entry of this formula, charge and spin): 37.2 kcal per mole
E_LUMO: 0.0275 Eh
Kohn-Sham gap: 10.4 eV
SMILES string: O=CCCO
Net charge: 0
Total energy: -268.3460 Eh
Spin multiplicity: 1

The following is a DFT calculation (the ωB97M-V functional and the def2-TZVPD basis) of a cluster of 2 separate species, C3H6O2 in total.

Last column: natural (NBO) charge in e.
Element x y z (Å)
1 O 1.8725 0.9182 -0.0649  -0.32
2 C 0.7153 0.4166 -0.3346  -0.11
3 C 0.5670 -1.0508 0.0470  -0.21
4 C -0.6877 -1.4426 0.2675  -0.27
5 O -1.9801 0.9086 0.0924  -0.92
6 H 0.4438 0.5060 -1.4168  0.26
7 H -0.1721 0.9374 0.2013  0.42
8 H 1.5069 -1.5845 0.2139  0.23
9 H -1.3859 -0.6030 0.2279  0.27
10 H -1.0270 -2.4566 0.4877  0.20
11 H -2.6256 1.6227 0.1689  0.46

Computed properties:
Relative energy (zero: lowest compared OMol25 entry of this formula, charge and spin): 182.0 kcal per mole
E_LUMO: -0.1437 Eh
Kohn-Sham gap: 6.2 eV
Net charge: 0
Total energy: -268.1152 Eh
Spin multiplicity: 1

The following is a DFT calculation (the ωB97M-V functional and the def2-TZVPD basis) of the molecule C3H6O2.

Last column: natural (NBO) charge in e.
Element x y z (Å)
1 C 0.0137 1.2651 -0.3575  -0.63
2 C -0.2635 0.0407 0.5176  -0.01
3 O -1.3766 -0.6851 0.0377  -0.73
4 C 0.6729 -1.1422 0.3307  0.45
5 O 0.5671 -1.7718 -0.7168  -0.55
6 H -0.8304 1.9594 -0.2749  0.23
7 H 0.9290 1.7970 -0.0758  0.21
8 H 0.0885 0.9550 -1.4046  0.22
9 H -0.2916 0.3560 1.5778  0.18
10 H -0.7972 -1.2108 -0.7581  0.48
11 H 1.2883 -1.5632 1.1238  0.15

Computed properties:
Relative energy (zero: lowest compared OMol25 entry of this formula, charge and spin): 50.3 kcal per mole
E_LUMO: 0.0130 Eh
Kohn-Sham gap: 10.3 eV
SMILES string: C[C@@H](O)C=O
Net charge: 0
Total energy: -268.3250 Eh
Spin multiplicity: 1

The following is a DFT calculation (the ωB97M-V functional and the def2-TZVPD basis) of a structure of composition C3H6O2.

Last column: natural (NBO) charge in e.
Element x y z (Å)
1 C -1.8450 0.0277 -0.0007  -0.30
2 C 0.4640 0.3787 -0.1160  0.72
3 C 1.7679 -0.3669 -0.0252  -0.73
4 H -1.8690 1.0500 -0.6407  0.22
5 H -2.6238 -0.7969 -0.4309  0.21
6 H -2.0002 0.2714 1.1857  0.20
7 H 2.5771 0.3392 -0.9142  0.27
8 H 2.1444 -0.1581 1.4223  0.26
9 H 1.6463 -1.7751 -0.3004  0.27
10 O -0.5461 -0.5451 -0.1250  -0.53
11 O 0.2843 1.5751 -0.0549  -0.59

Computed properties:
Relative energy (zero: lowest compared OMol25 entry of this formula, charge and spin): 110.8 kcal per mole
E_LUMO: 0.0169 Eh
Kohn-Sham gap: 11.1 eV
Net charge: 0
Total energy: -268.2287 Eh
Spin multiplicity: 1

The following is a DFT calculation (the ωB97M-V functional and the def2-TZVPD basis) of the molecule C3H6O2.

Last column: natural (NBO) charge in e.
Element x y z (Å)
1 C 1.2658 -0.4137 0.0180  -0.63
2 C -0.0119 0.4220 0.1578  0.02
3 O -0.0873 1.4019 -0.8304  -0.71
4 C -1.2350 -0.4255 0.2122  0.41
5 O -2.1823 -0.1736 -0.4938  -0.55
6 H 2.1340 0.2408 0.0582  0.23
7 H 1.3461 -1.1619 0.8123  0.21
8 H 1.2700 -0.9307 -0.9529  0.22
9 H -0.2708 0.9495 1.2425  0.18
10 H -0.9763 1.3119 -1.2165  0.49
11 H -1.2562 -1.2274 0.9831  0.13

Computed properties:
Relative energy (zero: lowest compared OMol25 entry of this formula, charge and spin): 29.5 kcal per mole
E_LUMO: 0.0286 Eh
Kohn-Sham gap: 11.0 eV
SMILES string: C[C@@H](O)C=O
Net charge: 0
Total energy: -268.3583 Eh
Spin multiplicity: 1

Record order is preserved below.
Strongest force on any atom: 2.8; 0.8; 0.5; 5.5; 5.2; 1.8; 6.1; 3.5; 5.1; 2.7 eV Å⁻¹